Record 1
Below is a cluster of 5 separate species, C12H24Br8O2S in total in a non-equilibrium geometry, with properties calculated with ωB97M-V/def2-TZVPD.

Structure (XYZ):
```
47
Properties=species:S:1:pos:R:3:forces:R:3:mulliken_charge:R:1
C 4.147790 0.570892 2.326191 -0.4368 0.6758 0.0943 -0.675
C 2.653382 0.303710 2.605988 0.3685 -1.1042 1.4581 -0.564
C 2.163548 -0.788718 1.612949 -0.0313 1.1677 0.5582 0.376
S 3.414531 -0.922555 0.343123 -0.2846 -0.1244 -0.0920 1.121
O 2.807552 -0.774702 -0.953103 -0.0707 0.0522 -0.2584 -0.645
O 4.218438 -2.086174 0.610258 0.2230 0.0913 0.1151 -0.674
C 4.248460 0.577661 0.819072 0.2368 -0.2385 -0.4963 -0.387
H 4.701262 -0.217879 2.833555 0.3505 -0.0573 -0.4429 0.342
H 4.502316 1.525665 2.715425 -0.1795 -0.0147 0.1458 0.328
H 2.014238 1.171009 2.762723 0.0400 0.2041 -0.9006 0.154
H 2.611945 -0.165219 3.595879 -0.0229 0.0940 -0.0098 0.301
H 1.245714 -0.447802 1.147227 -0.1330 -0.3693 -0.1111 -0.740
H 2.081935 -1.730990 2.143647 -0.1953 -0.2006 -0.3355 0.515
H 3.624856 1.362919 0.385507 0.0328 0.1214 0.1436 0.006
H 5.228540 0.631234 0.348452 0.0896 -0.2004 0.1796 0.462
Br -4.607554 -5.513602 -0.119118 -0.1543 -0.1738 -0.0878 -0.170
C -3.905837 -5.761211 1.682908 -0.1152 -0.0986 -0.2825 -0.541
C -3.425776 -4.408049 2.139436 0.2235 -0.4172 0.4182 -0.149
Br -2.259930 -4.604120 3.703148 -0.1507 0.0077 0.0312 -0.174
H -3.128679 -6.514713 1.621368 0.1519 0.1370 -0.0626 0.371
H -4.730716 -6.162475 2.261230 0.0337 0.1324 0.1829 0.368
H -4.264299 -3.792268 2.442272 0.1028 0.2297 -0.0948 0.397
H -2.795179 -3.940948 1.395289 -0.1597 0.1165 -0.1053 -0.129
Br 1.669407 3.149248 -0.989317 -0.0844 -0.0354 -0.0322 -0.133
C 0.413321 4.246643 0.012144 0.0255 -0.1066 0.1276 -0.547
C 0.600900 4.080913 1.495731 0.2425 -0.1548 0.3494 -0.011
Br 2.305885 4.812519 2.097158 -0.0878 0.0241 0.0231 -0.154
H -0.572111 3.896873 -0.284851 -0.0421 0.0584 0.0248 0.352
H 0.572370 5.274408 -0.296160 -0.0453 0.0063 -0.0746 0.419
H 0.617239 3.041481 1.801926 0.0521 -0.0645 -0.1866 -0.361
H -0.173552 4.567389 2.085151 -0.0103 0.2437 -0.2176 0.420
Br -1.233024 1.048177 1.372451 0.0805 -0.1087 -0.0497 -0.167
C -1.412952 -0.103537 -0.207203 0.3957 0.2567 0.0557 -0.756
C -1.222602 -1.544082 0.167855 -0.8271 -0.3778 -0.1197 -0.510
Br -2.259421 -2.630123 -1.100059 0.2029 0.0650 0.0051 -0.177
H -0.649217 0.200218 -0.917817 -0.1649 0.2515 -0.0417 0.280
H -2.412597 0.114821 -0.557231 -0.0092 -0.0714 -0.1370 0.571
H -1.675357 -1.748779 1.133421 0.2519 -0.1509 0.0694 0.432
H -0.206885 -1.905021 0.077131 0.1008 0.1111 0.2049 0.390
Br -2.006662 0.983653 -3.457051 -0.1789 0.0410 0.1483 -0.108
C -1.665349 2.232038 -4.893773 0.5000 0.2223 -0.2996 -0.598
C -2.041461 1.573242 -6.198924 -0.1378 -0.3686 0.4941 -0.579
Br -1.972332 2.863820 -7.626272 0.0541 0.0572 -0.1864 -0.161
H -0.601079 2.440528 -4.831118 0.0158 0.0210 -0.1240 0.367
H -2.195086 3.169947 -4.757014 -0.2531 -0.1802 0.2972 0.398
H -3.051325 1.178734 -6.129607 -0.0729 0.1370 -0.2079 0.363
H -1.374647 0.745222 -6.419997 0.0732 0.0924 -0.1697 0.379
```
Forces are in eV/Å.

Results
Total energy, eV: -588103.432
Frontier orbital gap, Ha: 0.381
Relative energy (zero: lowest compared OMol25 entry of this formula, charge and spin), kcal per mole: 0.0
LUMO level, Eh: 0.0070
SMILES: O=S1(=O)CCCC1.BrCCBr.BrCCBr.BrCCBr.BrCCBr
F_max, eV/Å: 1.87

=====

Record 2
Below is a cluster of 6 separate species, C12H24Cl12 in total in a non-equilibrium geometry, with properties calculated with ωB97M-V/def2-TZVPD.

Structure (XYZ):
```
48
Properties=species:S:1:pos:R:3:forces:R:3:mulliken_charge:R:1
Cl 5.009079 -5.977992 1.816275 -0.0711 -0.0401 -0.3746 -0.202
C 5.135573 -4.390955 0.996831 -0.4884 0.2683 -0.8264 -0.349
C 4.000243 -4.215359 -0.061113 -0.5235 -1.3983 1.0412 -0.496
Cl 3.800020 -2.588370 -0.721659 0.3208 0.1327 0.0557 -0.146
H 6.100377 -4.343795 0.491830 -0.0008 0.0595 0.3006 0.302
H 5.067176 -3.686043 1.825399 -0.0106 0.2546 -0.4761 0.291
H 3.054911 -4.522300 0.386369 -0.0841 0.5309 0.3664 0.266
H 4.034175 -4.932559 -0.881218 0.8108 0.2218 -0.1363 0.347
Cl -0.415162 -0.104348 1.208079 0.2416 -0.4302 -0.3016 -0.051
C 0.666476 -0.606994 -0.131700 -0.2211 -1.0303 -0.4048 -0.288
C 0.206705 -1.895616 -0.867108 0.1042 0.0643 0.4327 0.139
Cl 0.070593 -3.344675 0.211971 -0.0530 0.4937 -0.0331 -0.213
H 1.659417 -0.797067 0.275765 -0.1208 0.1990 0.0967 0.322
H 0.693977 0.214980 -0.847037 -0.0257 -0.1494 0.0678 -0.003
H 0.958709 -2.232561 -1.580590 0.0756 0.5164 0.0972 -0.289
H -0.742559 -1.790440 -1.392402 -0.0096 0.1213 0.2852 0.276
Cl -3.347930 -1.058514 2.542429 -0.3720 0.1454 0.6201 -0.156
C -2.872683 0.060113 3.886308 -0.2957 0.2643 -0.9101 -0.153
C -4.009079 0.849990 4.546853 0.6811 -0.4548 0.4682 -0.368
Cl -5.030792 -0.251191 5.526641 -0.1131 0.1850 -0.2273 -0.206
H -2.208095 0.743225 3.357344 0.1028 0.2070 0.3801 -0.088
H -2.302650 -0.539956 4.595585 -0.2267 0.1934 0.0457 0.392
H -4.629865 1.490172 3.920044 0.0388 -0.5597 -0.3484 0.298
H -3.542049 1.518958 5.269676 0.1000 -0.0285 0.0361 0.293
Cl 1.215763 -2.910187 -5.779874 0.4241 0.4342 0.2102 -0.222
C 1.878666 -1.975489 -4.361099 -1.0646 -0.5889 -0.4416 -0.080
C 1.949444 -0.489172 -4.624201 0.7756 -0.9585 -1.4992 -0.424
Cl 2.270763 0.252084 -3.112711 0.0520 1.1002 1.7063 -0.119
H 2.854039 -2.396305 -4.116837 -0.2485 0.0506 0.1267 0.328
H 1.120442 -2.154952 -3.598871 0.4315 -0.1125 0.1029 -0.051
H 1.061022 -0.092515 -5.115596 0.1113 -0.0166 0.1879 0.324
H 2.859597 -0.293095 -5.191004 -0.4171 0.1012 -0.5365 0.300
Cl -1.292883 3.947142 2.586994 0.2883 0.2828 -0.1578 -0.146
C -0.094249 4.898581 1.629190 0.7546 -0.6414 -0.1184 -0.463
C -0.044481 4.368484 0.202466 -0.6611 -0.0891 -0.2268 -0.387
Cl 0.742292 2.775572 0.016138 0.0198 0.1069 0.3372 -0.088
H 0.886541 4.740241 2.077603 -0.1674 0.1372 0.2611 0.310
H -0.367953 5.951484 1.697007 -0.0800 -0.1703 -0.1978 0.335
H 0.491010 4.966245 -0.535128 -0.2523 0.4971 0.4474 0.409
H -1.084420 4.219489 -0.088107 0.1414 0.1319 -0.3997 0.031
Cl -2.454683 0.668208 -2.144770 -0.0154 -0.4431 -0.3418 -0.151
C -3.039605 2.202653 -1.520346 1.4713 0.5529 1.6317 -0.149
C -3.313663 2.140066 -0.013077 -1.4817 0.1589 -0.3104 -0.061
Cl -4.857592 1.309757 0.248632 -0.7365 -0.3255 0.2237 -0.193
H -3.834666 2.603062 -2.149344 -0.0753 -0.2060 0.4046 0.428
H -2.186545 2.880976 -1.503851 0.1282 0.1113 -0.8203 -0.031
H -3.483566 3.153429 0.350709 0.1817 0.0708 -0.0560 0.261
H -2.631843 1.635536 0.671506 0.5608 0.0496 -0.7881 -0.081
```
Forces are in eV/Å.

Results
Total energy, eV: -163103.065
Frontier orbital gap, Ha: 0.385
Relative energy (zero: lowest compared OMol25 entry of this formula, charge and spin), kcal per mole: 26.9
LUMO level, Eh: 0.0127
SMILES: ClCCCl.ClCCCl.ClCCCl.ClCCCl.ClCCCl.ClCCCl
F_max, eV/Å: 2.27